ORCA calculation (ωB97M-V/def2-TZVPD) on a cluster of 14 separate species, C32H96N4O17 in total in a non-equilibrium geometry.

```
149
Properties=species:S:1:pos:R:3:forces:R:3:lowdin_charge:R:1
C -0.230647 -3.329671 5.277996 1.83 -1.74 -1.49 -0.1909
O -0.179927 -2.444761 6.308316 -1.49 2.34 2.07 -0.1103
H -0.177047 -2.883051 4.285146 -0.34 0.17 -0.10 0.0563
H 0.701103 -3.871451 5.440526 -0.01 -1.04 -0.85 0.0813
H -1.058497 -4.038311 5.302196 -0.17 0.38 0.41 0.0897
H 0.586203 -1.873721 6.215806 0.02 -0.03 -0.05 0.0923
C -4.677147 0.626069 -0.677614 1.06 -0.83 0.46 -0.1569
O -4.056937 0.558019 -1.932844 0.37 1.40 -1.00 -0.1406
H -5.766417 0.646469 -0.711874 0.01 -0.23 0.11 0.0823
H -4.215267 -0.225761 -0.178454 -1.03 -0.35 0.91 0.0594
H -4.307667 1.469159 -0.093854 -0.10 0.39 -0.45 0.0767
H -4.463017 -0.100841 -2.500824 -0.02 -0.36 0.11 0.0138
C 4.035133 0.888189 0.812986 -0.41 2.02 2.61 -0.2255
O 4.339003 -0.092661 -0.006104 1.15 -3.57 -3.56 -0.0765
H 3.793683 1.830099 0.320446 -0.16 0.29 0.04 0.0615
H 3.233473 0.584049 1.486006 -0.29 0.46 0.37 0.0779
H 4.956283 0.995139 1.385816 -0.18 0.66 0.49 0.0933
H 3.639043 -0.336611 -0.616154 -0.28 0.12 0.08 0.0824
C 0.756753 -0.038041 -2.893514 -1.32 1.22 -4.96 -0.2537
O 0.927813 -0.438851 -1.679184 1.54 -1.67 5.89 -0.0833
H 0.877713 -0.882481 -3.572024 0.13 0.15 -0.78 0.0907
H -0.279967 0.289669 -2.970494 -0.37 0.57 -0.80 0.0729
H 1.413413 0.776959 -3.197954 0.11 0.01 0.16 0.0955
H 0.375873 -1.218771 -1.585984 -0.01 -0.44 0.59 0.0604
C -4.850477 -2.150721 -4.765834 0.66 0.67 -1.30 -0.1405
O -5.143247 -1.362401 -3.633354 -0.74 -0.30 0.60 -0.1236
H -5.641547 -2.098741 -5.513904 -0.20 -0.10 0.09 0.0907
H -3.983967 -1.665361 -5.214934 0.30 -0.47 -0.31 0.0638
H -4.625197 -3.204361 -4.600944 -0.17 0.17 0.68 0.0704
H -5.898607 -0.816971 -3.864724 -0.11 -0.01 0.15 0.0949
C -2.420827 -5.524681 -1.295564 0.79 0.07 -0.13 -0.1666
O -3.195297 -6.625111 -0.909944 -0.60 -0.56 0.38 -0.1058
H -3.015167 -4.612481 -1.348024 0.03 0.04 -0.34 0.0731
H -1.603547 -5.327071 -0.601944 -0.17 -0.22 0.23 0.0793
H -1.955757 -5.842561 -2.228714 0.22 0.96 -0.40 0.0685
H -3.591897 -6.896951 -1.740854 -0.34 -0.41 0.30 0.0717
C -5.131567 -2.339701 4.237676 -1.23 -1.60 2.59 -0.2180
O -4.631947 -1.287921 3.561796 0.79 1.66 -2.25 -0.1079
H -5.680157 -3.123501 3.715376 0.51 0.26 -0.93 0.0836
H -4.338287 -2.788151 4.835756 -0.04 -0.54 0.15 0.0762
H -5.886107 -1.968131 4.931006 -0.21 -0.14 0.52 0.0797
H -4.242777 -0.734891 4.243186 0.39 0.33 0.02 0.0588
C -1.551327 4.173009 4.121356 -0.17 -0.89 -0.49 -0.1418
O -2.744107 3.544709 3.612266 0.33 -0.30 0.58 -0.1305
H -1.660637 4.934829 4.893216 -0.53 0.21 -0.20 0.0774
H -1.018277 3.348379 4.594596 0.06 -0.02 0.01 0.0652
H -0.901897 4.510569 3.313636 -0.09 0.30 -0.07 0.0637
H -3.408937 4.083849 3.177616 0.49 0.62 0.14 0.0725
C -2.103667 -0.003141 -6.643424 0.09 0.09 0.15 -0.1462
O -1.329667 -0.436761 -5.503734 -1.04 0.28 -0.81 -0.1289
H -3.179977 0.114159 -6.517294 -0.28 -0.47 0.80 0.0614
H -1.835467 1.012759 -6.933444 0.62 -0.17 -0.46 0.0774
H -1.998547 -0.750441 -7.429934 0.42 0.29 -0.05 0.0746
H -1.487337 0.231079 -4.832374 0.13 -0.01 0.33 0.0562
C -1.970087 0.676609 5.997146 1.36 -1.34 -0.32 -0.1225
O -2.763227 -0.524481 5.958816 -1.50 1.07 0.19 -0.1332
H -1.551837 0.874369 6.984096 -0.06 -0.15 0.17 0.0804
H -1.175327 0.362639 5.320486 0.70 1.02 0.00 0.0609
H -2.391377 1.619319 5.647976 -0.87 -0.61 -0.24 0.0689
H -2.233007 -1.244471 6.308236 0.39 -0.03 0.01 0.0555
C 0.469783 1.845939 1.400776 -0.85 0.54 0.89 -0.0909
O 0.763133 1.120809 2.607056 -0.57 -1.66 -0.49 -0.2314
C 0.177433 -0.231281 2.579386 -0.97 0.91 -0.17 -0.1566
C -1.354257 -0.248091 2.294006 0.63 -0.78 -0.56 -0.1852
N -1.718687 -1.664191 2.188976 0.36 -0.53 -0.77 -0.0560
C -1.247827 -2.424781 0.990336 -0.86 0.56 0.21 -0.1326
C -1.768927 -1.956111 -0.446554 -0.04 -0.05 0.22 -0.1839
O -1.220137 -2.759551 -1.486184 -0.05 -0.58 0.32 -0.2384
C -1.883197 -2.662101 -2.758114 1.36 -0.30 0.02 -0.0777
H -0.492957 2.350029 1.485176 -0.53 -0.26 0.17 0.0789
H 0.385493 1.211109 0.518736 0.72 0.05 -0.13 0.0838
H 1.107203 2.728849 1.353166 0.73 -0.56 -0.37 0.0641
H 0.328623 -0.816481 3.486456 0.22 0.89 0.63 0.0998
H 0.649313 -0.898981 1.858556 0.32 0.62 -0.60 0.1004
H -1.573297 0.266369 1.358356 0.06 0.28 -0.11 0.0921
H -1.967147 0.231099 3.057456 0.25 -0.07 0.20 0.1105
H -2.682557 -1.852171 2.425036 -0.10 0.20 -0.14 0.0810
H -1.525937 -3.461501 1.179966 -0.48 -0.02 -0.33 0.1057
H -0.164207 -2.504291 1.077246 0.12 0.42 -0.69 0.0977
H -1.582777 -0.914461 -0.708144 0.55 0.44 0.50 0.1028
H -2.851207 -1.975261 -0.574604 -0.39 -0.50 0.73 0.1047
H -1.497687 -1.747791 -3.209244 -0.73 0.12 -0.42 0.0694
H -2.964437 -2.796011 -2.791004 -0.19 0.63 0.72 0.0745
H -1.526947 -3.512141 -3.340034 0.38 0.06 -0.05 0.0686
C 6.117363 4.896529 -2.317434 -0.62 -0.37 -0.51 -0.1095
O 4.765533 5.205119 -1.973124 0.49 -1.26 0.46 -0.1913
C 4.195483 4.236999 -1.066564 -0.98 1.66 -0.24 -0.2055
C 2.651723 4.435419 -1.086194 -1.33 -1.16 0.77 -0.1770
N 1.869153 5.040119 0.056236 2.17 0.11 -1.16 -0.0455
C 2.233583 6.478909 0.117036 0.25 -2.00 0.04 -0.2180
C 1.476723 7.026099 1.233266 -1.00 2.48 1.90 -0.2562
O 1.944203 6.638269 2.529856 -0.65 -0.95 0.66 -0.2052
C 1.102903 7.052939 3.653196 1.41 0.64 -0.89 -0.0735
H 6.334633 5.384779 -3.267434 0.21 0.68 0.43 0.0856
H 6.238213 3.852159 -2.605174 -0.22 -0.44 0.35 0.0783
H 6.812693 5.099139 -1.502834 0.10 0.33 -0.11 0.0870
H 4.585103 4.336809 -0.053484 0.11 0.52 0.35 0.1164
H 4.421043 3.191389 -1.276144 0.18 0.04 -0.89 0.0967
H 2.286093 3.411959 -1.169454 -0.35 -0.14 0.04 0.0888
H 2.191923 4.944059 -1.933524 0.96 0.03 -0.49 0.1160
H 2.334673 4.721319 0.893946 -0.29 -0.64 0.53 0.0705
H 1.996443 6.958349 -0.832714 -0.01 0.14 0.14 0.1321
H 3.297753 6.539339 0.345016 0.28 0.52 -0.30 0.1265
H 0.409903 6.817149 1.153696 -0.13 -0.19 -0.17 0.1239
H 1.607263 8.107789 1.201246 -0.29 0.50 -0.08 0.1202
H 1.272113 8.120949 3.790416 -0.35 0.34 -0.15 0.0800
H 1.495993 6.634619 4.579796 0.01 -0.57 -0.34 0.0769
H 0.033723 6.864229 3.556566 0.06 -0.27 -0.34 0.0725
C 3.185953 -4.218581 -3.634614 -0.57 -1.08 -0.32 -0.0793
O 2.067803 -4.906681 -4.227804 0.07 0.51 -0.64 -0.2345
C 1.359233 -5.896331 -3.455824 1.60 0.64 0.11 -0.1987
C 0.238103 -6.494281 -4.287944 0.53 1.31 0.41 -0.2083
N -0.497567 -5.353341 -4.816694 -0.62 -0.84 0.39 -0.0708
C -1.561487 -5.744451 -5.753104 0.66 0.80 1.48 -0.1935
C -2.277287 -4.511901 -6.276124 0.60 -1.93 -0.40 -0.2147
O -2.973787 -5.069201 -7.386904 -0.11 2.34 -0.67 -0.1887
C -3.249767 -4.078161 -8.395874 -0.72 -1.01 0.11 -0.0984
H 3.730553 -3.713331 -4.432254 -0.56 0.42 -0.03 0.0860
H 3.944023 -4.909401 -3.265574 -0.18 -0.39 0.45 0.0790
H 2.848863 -3.560811 -2.833474 0.13 0.18 -0.04 0.0832
H 0.983523 -5.407541 -2.556924 -0.14 -0.17 0.24 0.1192
H 2.151663 -6.613841 -3.242894 -0.40 -0.57 0.60 0.1194
H -0.397897 -7.077921 -3.622394 0.05 -0.33 -0.19 0.1148
H 0.716633 -7.082451 -5.070984 -0.27 -0.49 -0.20 0.1179
H 0.237283 -4.761811 -5.177524 -0.37 0.42 -0.65 0.0985
H -2.348597 -6.253281 -5.196634 0.31 -0.68 0.11 0.1182
H -1.169417 -6.389511 -6.539404 -0.25 0.07 -0.36 0.1225
H -1.493067 -3.796341 -6.523264 -0.39 0.56 -0.37 0.1264
H -2.987787 -4.165481 -5.525604 0.21 0.47 -0.07 0.0968
H -3.816947 -3.194471 -8.103504 -0.21 -0.02 0.85 0.0708
H -3.914477 -4.634741 -9.056534 0.38 0.31 -0.59 0.0877
H -2.359647 -3.661971 -8.867644 0.28 -0.51 -0.19 0.0840
C 2.845363 3.832779 4.185276 1.18 0.59 -0.50 -0.0459
C 3.710993 2.594219 4.549866 -1.94 2.18 0.36 -0.4398
C 4.390043 2.809039 5.859986 0.66 -0.52 0.33 -0.2376
O 5.161493 3.985779 5.955546 0.16 0.86 0.08 -0.1625
C 6.379753 3.942139 5.248606 0.75 -1.45 -0.03 -0.1152
N 2.772423 1.521139 4.741256 0.61 -1.70 -0.82 0.0462
H 3.460303 4.580499 3.684406 -0.04 0.39 0.16 0.0694
H 2.418283 4.280899 5.082436 0.05 0.00 0.13 0.0795
H 2.020983 3.640909 3.498486 0.04 -0.46 -0.04 0.0587
H 4.478663 2.429099 3.793876 -0.34 -0.54 -0.26 0.1290
H 4.952733 1.887429 6.008696 0.74 -0.01 0.26 0.1217
H 3.665033 2.776429 6.673246 -0.16 0.58 0.01 0.1291
H 7.105093 4.746789 5.369076 -0.92 0.72 0.47 0.0863
H 6.291713 3.776339 4.174896 -0.41 0.12 -0.19 0.0790
H 6.944693 3.090999 5.628746 0.15 -0.44 -0.04 0.0831
H 2.379603 1.418519 3.816456 -0.53 -0.69 0.00 0.0297
H 1.992053 1.813329 5.312006 0.03 0.31 0.20 0.0727
```
Forces are in eV/Å.

Values from the calculation:
Total energy, hartree: -2774.403482
HOMO energy, Ha: -0.310